1.
{
  "formula": "C4H13N3O",
  "method": "ωB97M-V with the def2-TZVPD basis set",
  "homo_energy_ev": -7.34,
  "spin_multiplicity": 1,
  "homo_lumo_gap_ev": 8.230,
  "species": ["C", "C", "C", "N", "H", "H", "H", "H", "H", "H", "H", "H", "H", "N", "C", "O", "N", "H", "H", "H", "H"],
  "coordinates": [[0.815760, 0.094677, -1.074539], [2.227153, 0.260771, -0.585505], [-0.107410, 1.144516, -1.043460], [0.605625, -0.996562, -1.896144], [0.151410, -0.803808, 0.665593], [1.137123, -1.819302, -1.648793], [-0.367434, -1.228256, -2.040551], [2.546745, -0.607593, -0.005097], [2.907206, 0.366974, -1.435981], [-0.832046, 1.185249, -1.850196], [0.280210, 2.123285, -0.781964], [-1.066457, 0.790151, 0.044668], [2.323940, 1.144888, 0.041475], [-1.244001, 0.992069, 2.284092], [-0.900723, -0.983367, 1.115674], [-1.472417, -1.865855, 0.175256], [-1.584254, 0.243696, 1.119704], [-2.428385, -1.749310, 0.245429], [-0.286070, 1.352665, 2.232891], [-1.870804, 1.788302, 2.321807], [-0.835171, -1.433191, 2.115642]],
  "forces_ev_per_angstrom": [[-0.4, 1.3, -1.4], [-0.1, -0.2, 0.4], [1.4, -0.6, -0.6], [0.0, 0.0, 0.6], [-0.7, -0.5, 0.9], [0.0, 0.0, 0.0], [0.0, 0.0, 0.0], [0.1, 0.0, 0.0], [-0.1, 0.0, 0.0], [-0.3, -0.2, 0.2], [0.0, -0.1, 0.3], [-1.2, -1.1, 2.6], [0.0, 0.0, 0.0], [0.2, 0.0, -0.1], [1.3, 0.2, -0.6], [-0.3, -0.2, -0.2], [0.2, 1.3, -1.9], [0.0, 0.0, 0.0], [-0.2, 0.0, -0.1], [0.1, -0.1, 0.0], [0.1, 0.2, -0.2]],
  "lowdin_charge": [-0.4627, -0.0499, -0.0589, 0.1100, 0.0988, 0.1011, 0.0948, 0.0791, 0.0899, 0.0845, 0.0762, 0.1073, 0.0796, -0.0349, -0.3871, -0.0730, -0.1876, 0.0862, 0.0614, 0.0627, 0.1224]
}

---

2.
{
  "formula": "C4H13N3O",
  "method": "ωB97M-V with the def2-TZVPD basis set",
  "homo_energy_ev": -6.32,
  "spin_multiplicity": 1,
  "homo_lumo_gap_ev": 6.421,
  "species": ["C", "C", "N", "N", "H", "H", "H", "H", "H", "H", "H", "C", "O", "C", "N", "H", "H", "H", "H", "H", "H"],
  "coordinates": [[1.174070, 1.528263, -0.611002], [0.938904, 0.345807, -1.188205], [-0.261986, 0.146469, -2.016405], [1.953644, 1.690559, 0.509730], [0.541060, 2.360233, -0.927503], [1.352669, -0.587610, -0.841307], [-1.146662, -0.155226, -1.375297], [-0.473811, 1.035570, -2.475656], [-0.012418, -0.482803, -2.778315], [1.872088, 0.768133, 1.032089], [1.610928, 2.446796, 1.080395], [-0.363670, -1.622965, 1.058867], [0.796070, -1.300008, 1.667913], [-1.373726, -0.443458, 1.056438], [-2.191667, -0.380457, -0.202889], [-0.261512, -1.930944, -0.022413], [-0.869262, -2.499399, 1.518158], [-2.041597, -0.587462, 1.911378], [-0.837261, 0.487877, 1.199589], [-2.619552, -1.294966, -0.285963], [-2.959681, 0.257588, -0.074107]],
  "forces_ev_per_angstrom": [[-1.3, -0.4, -0.1], [-0.1, -0.1, 0.4], [0.7, 0.7, -0.6], [-0.2, -1.6, 0.4], [0.4, 0.2, 0.0], [0.1, 0.0, 0.2], [0.1, 0.0, 0.0], [-0.2, -0.1, 0.1], [-0.4, -0.3, 0.2], [0.4, 1.1, -0.2], [0.2, 0.1, 0.1], [0.7, 0.4, 0.2], [-0.2, 0.3, -0.5], [-0.5, -0.4, 0.3], [0.6, -0.3, 0.1], [0.0, 0.0, -0.3], [-0.2, 0.0, 0.0], [0.0, 0.2, 0.0], [0.2, 0.1, -0.1], [-0.1, -0.2, -0.2], [-0.2, 0.3, -0.1]],
  "lowdin_charge": [-0.2272, -0.1416, 0.1119, 0.0617, 0.1182, 0.1066, 0.0983, 0.1400, 0.1447, 0.1047, 0.0835, -0.5338, -0.3255, -0.2318, -0.0252, 0.0665, 0.0883, 0.1011, 0.0866, 0.0915, 0.0819]
}

---

3.
{
  "formula": "C4H13N3O",
  "method": "ωB97M-V with the def2-TZVPD basis set",
  "homo_energy_ev": [-17.78, -18.36],
  "spin_multiplicity": 1,
  "homo_lumo_gap_ev": [8.085, 9.037],
  "charge": 2,
  "species": ["C", "C", "C", "C", "N", "N", "N", "O", "H", "H", "H", "H", "H", "H", "H", "H", "H", "H", "H", "H", "H"],
  "coordinates": [[1.825059, 0.016569, -0.301010], [-0.888533, -1.742863, -0.021400], [-0.546704, 0.600615, 0.740424], [-1.449810, -0.348231, 0.147060], [2.487744, -0.442154, 0.699792], [2.050956, 0.505203, -1.471650], [-0.877993, 2.021912, 0.624061], [-1.932309, 0.195905, -1.090923], [-1.602677, -2.558962, -0.232323], [-0.252845, -2.117740, 0.710923], [-0.162770, -1.857609, -0.835954], [-0.147849, 0.441985, 1.634027], [-2.445721, -0.230775, 0.706349], [2.130396, -1.189881, 1.267586], [3.525414, -0.328387, 0.919819], [1.234692, 0.963780, -1.818789], [2.953341, 0.539179, -1.817604], [-0.354687, 2.628436, -0.009021], [-0.801468, 2.641138, 1.464425], [-1.849263, 2.050502, 0.203950], [-1.846189, -0.584360, -1.593905]],
  "forces_ev_per_angstrom": [[-1.9, 0.0, 1.0], [-0.5, -0.9, -1.5], [1.1, 1.1, -2.5], [-2.4, 0.3, -0.4], [2.8, -0.2, 0.5], [-1.9, -0.2, 2.4], [-1.7, 1.5, -0.8], [1.0, 0.7, 0.7], [-0.2, 0.7, 0.3], [0.6, -0.3, 2.3], [-0.3, 0.9, -0.6], [1.8, -1.1, 3.7], [1.3, -1.0, 0.5], [-0.7, 0.0, 0.3], [-1.4, 0.1, -1.0], [0.1, 0.4, -1.3], [2.2, 0.4, -1.6], [0.5, -0.6, -0.8], [-0.5, -1.2, 0.1], [0.7, 0.4, 0.6], [-0.4, -1.0, -2.2]],
  "lowdin_charge": [-0.1262, -0.0115, 0.0068, -0.4098, 0.1968, 0.2552, 0.2296, 0.0019, 0.1279, 0.0639, 0.0985, 0.0894, 0.2109, 0.1328, 0.1994, 0.1336, 0.1313, 0.1794, 0.2118, 0.2016, 0.0766]
}

---

4.
{
  "formula": "C4H13N3O2",
  "method": "ωB97M-V with the def2-TZVPD basis set",
  "homo_energy_ev": -6.75,
  "spin_multiplicity": 1,
  "homo_lumo_gap_ev": 7.160,
  "species": ["C", "C", "N", "N", "H", "H", "H", "H", "H", "H", "H", "H", "C", "C", "N", "O", "O", "H", "H", "H", "H", "H"],
  "coordinates": [[-1.168361, 0.789013, 1.546534], [1.056055, -0.225680, 1.301497], [-1.174927, 2.015125, 1.083369], [0.795412, -1.594920, 1.630736], [-0.923959, 2.763470, 1.715879], [-0.780448, 2.041764, 0.086845], [0.662893, -2.150014, 0.794138], [-0.035405, -1.714141, 2.196881], [-1.418669, -0.018354, 0.874332], [-1.176626, 0.616802, 2.615345], [2.052716, -0.090085, 0.895449], [1.001357, 0.405226, 2.186990], [-1.097068, -0.768923, -2.125032], [0.549755, 0.263282, -0.732407], [1.789551, -0.114583, -1.315624], [-0.429227, -0.780275, -0.860986], [0.190663, 1.461266, -0.932017], [1.854187, -1.085485, -1.580826], [2.077874, 0.522867, -2.043008], [-1.598695, 0.187186, -2.294053], [-0.395677, -0.950551, -2.947331], [-1.831399, -1.572992, -2.096713]],
  "forces_ev_per_angstrom": [[0.1, 0.4, -0.3], [-0.3, 0.3, -0.7], [0.2, -0.4, 0.2], [0.0, -0.2, 0.1], [-0.1, -0.1, 0.0], [0.0, -0.1, -0.1], [0.0, 0.0, 0.0], [0.0, 0.0, 0.0], [0.0, 0.0, -0.1], [0.0, 0.0, 0.0], [0.0, 0.0, 0.1], [0.0, 0.0, 0.1], [0.1, 0.1, 0.1], [-0.1, -0.2, 0.4], [-0.1, 0.0, 0.1], [0.1, 0.2, -0.1], [-0.1, -0.1, 0.0], [0.0, 0.0, 0.0], [-0.1, 0.0, 0.0], [0.0, 0.0, 0.0], [0.0, 0.0, 0.1], [0.0, 0.0, 0.0]],
  "lowdin_charge": [-0.0166, -0.1890, 0.0925, -0.0305, 0.1147, 0.0690, 0.0582, 0.0521, 0.0790, 0.0987, 0.0595, 0.0572, -0.0809, -0.6413, 0.1084, -0.1977, -0.0704, 0.0903, 0.0915, 0.0857, 0.0841, 0.0854]
}

---

5.
{
  "formula": "C4H13N3O2",
  "method": "ωB97M-V with the def2-TZVPD basis set",
  "homo_energy_ev": -8.19,
  "spin_multiplicity": 1,
  "homo_lumo_gap_ev": 9.014,
  "smiles": "CN(C)[C@@](N)(O)N(C)O",
  "species": ["C", "C", "N", "C", "N", "O", "H", "H", "H", "H", "H", "H", "H", "H", "C", "N", "O", "H", "H", "H", "H", "H"],
  "coordinates": [[1.666002, 1.112232, -0.681870], [1.524711, 0.308691, 1.619841], [1.328330, 0.016020, 0.210634], [0.260312, -0.801461, -0.171270], [0.308258, -1.146514, -1.537328], [0.101416, -1.926465, 0.593730], [-0.064820, -0.436892, -2.151291], [-0.145087, -2.036404, -1.684187], [2.592031, 1.567011, -0.332626], [0.885777, 1.880792, -0.705911], [1.836563, 0.720896, -1.683035], [2.566155, 0.600561, 1.760596], [0.880919, 1.123582, 1.969475], [1.326318, -0.579207, 2.215120], [-2.375480, -0.302015, -0.603007], [-1.270891, -0.126492, 0.314120], [-1.175166, 1.277111, 0.631458], [-1.695964, 1.386549, 1.439602], [-0.526852, -1.553829, 1.293704], [-2.428367, -1.359716, -0.864316], [-2.277038, 0.299645, -1.517108], [-3.317127, -0.024094, -0.116332]],
  "forces_ev_per_angstrom": [[-0.1, -0.1, 0.1], [-0.2, 0.1, -0.1], [0.1, 0.2, 0.1], [-1.7, 0.9, 0.5], [-0.1, 0.0, -0.2], [-0.4, 0.0, 1.4], [0.0, 0.0, 0.0], [-0.1, 0.1, 0.0], [0.0, 0.0, 0.0], [0.0, 0.1, 0.0], [0.0, 0.1, 0.0], [0.0, -0.1, 0.1], [0.1, 0.0, 0.0], [0.1, 0.0, 0.0], [0.2, 0.0, -0.1], [0.9, 0.2, 0.3], [0.0, 0.0, -0.5], [0.2, -0.2, -0.1], [0.8, -1.0, -1.1], [0.0, 0.0, 0.0], [0.0, 0.0, 0.0], [0.1, 0.0, 0.0]],
  "lowdin_charge": [-0.0683, -0.0668, -0.1691, -0.5827, 0.1327, 0.0030, 0.0859, 0.0946, 0.0849, 0.0822, 0.0766, 0.0858, 0.0774, 0.0829, -0.1176, -0.1734, -0.0907, 0.0939, 0.1291, 0.0818, 0.0776, 0.0803]
}

---

6.
{
  "formula": "C4H13N4",
  "method": "ωB97M-V with the def2-TZVPD basis set",
  "homo_energy_ev": -12.85,
  "spin_multiplicity": 1,
  "homo_lumo_gap_ev": 7.806,
  "charge": 1,
  "species": ["C", "C", "C", "C", "N", "N", "N", "N", "H", "H", "H", "H", "H", "H", "H", "H", "H", "H", "H", "H", "H"],
  "coordinates": [[-1.712053, -2.457675, -2.535843], [1.118491, -0.837920, 1.825433], [-0.272088, 0.866226, 0.708400], [0.995491, 1.560078, -0.034765], [-1.303123, -1.404027, -1.991635], [-0.885325, -1.410237, 0.949169], [-0.070028, -0.524519, 1.108287], [1.081280, 2.964685, 0.185336], [-2.182166, -3.240941, -1.912254], [1.558667, 0.081610, 2.278291], [0.994349, -1.628133, 2.521859], [1.975535, -1.254296, 1.210317], [-0.449491, 1.558964, 1.679170], [-1.126078, 0.899144, 0.045274], [0.802679, 1.345270, -1.037629], [1.836373, 1.296286, 0.530175], [-1.783531, -1.247783, 0.410854], [-1.824854, -2.659148, -3.629099], [1.829243, 3.309760, 0.685369], [-1.020756, -0.753178, -2.743836], [0.437384, 3.535835, -0.252872]],
  "forces_ev_per_angstrom": [[-1.6, -1.5, -0.5], [3.6, 0.4, 0.2], [0.5, 3.0, 1.3], [-2.1, 1.2, 2.5], [0.5, 1.0, -0.5], [-0.8, -1.6, -0.3], [-1.3, 0.7, -0.5], [-1.4, -2.0, -0.4], [0.6, 0.2, -0.1], [-0.7, -0.8, -0.1], [-0.7, -0.4, 0.8], [-1.3, 0.7, -0.2], [0.2, -2.0, -2.0], [-0.3, -0.1, 0.1], [0.8, -0.8, -1.7], [1.6, -1.8, -0.4], [1.4, 0.9, 0.4], [0.5, 0.4, 0.7], [1.4, 1.0, 0.9], [0.1, -0.1, 0.6], [-0.9, 1.6, -0.7]],
  "lowdin_charge": [-0.1164, -0.0027, -0.0783, -0.2107, -0.0016, 0.2674, -0.2197, 0.0399, 0.0722, 0.1209, 0.0964, 0.1465, 0.1915, 0.1065, 0.0955, 0.0877, 0.1296, 0.0910, 0.0607, 0.0603, 0.0632]
}

---

The following relative energy (zero: lowest compared OMol25 entry of this formula, charge and spin) values (in kJ/mol) correspond, in order, to the records above: 384.2 435.9 429.4 422.3 312.2 483.9.